Computed, not measured: a cluster of 2 separate species, C11H15N in total at a distorted geometry, with wB97M-V/def2-TZVPD.

```
27
Properties=species:S:1:pos:R:3:mulliken_spin:R:1
C -1.74 -1.92 2.03 0.091
C 0.38 1.02 1.11 -0.342
C 0.16 -0.14 1.87 0.100
C -1.16 -0.60 1.59 -0.192
C -1.74 0.36 0.80 0.292
C 1.63 1.65 1.07 0.516
C 2.69 1.07 1.81 0.116
C 2.52 -0.11 2.52 -0.078
C 1.24 -0.68 2.64 0.312
N -0.83 1.38 0.57 0.015
H 1.79 2.64 0.64 0.081
H 3.66 1.52 1.87 0.028
H -0.89 2.06 -0.16 -0.058
H 3.31 -0.59 3.09 -0.006
H -2.75 0.35 0.45 0.021
H 1.01 -1.58 3.19 0.024
H -2.11 -2.47 1.14 -0.013
H -2.56 -1.86 2.74 0.005
H -0.94 -2.53 2.47 -0.015
C -0.52 -0.60 -4.28 0.088
C -0.39 0.70 -3.53 0.161
H -0.82 -1.43 -3.64 -0.049
H -1.33 -0.59 -5.00 -0.017
H 0.41 -0.93 -4.80 -0.015
H -0.59 1.50 -4.26 -0.042
H -1.07 0.85 -2.70 0.014
H 0.62 0.93 -3.20 -0.037
```

Results
**Net charge**: -1
**E**: -13139.22367 eV
**2S+1**: 2
**Molar mass**: 161.248 g mol⁻¹
**Expectation value of S²**: 0.767
**Highest occupied orbital energy (spin up / spin down)**: 0.8557 / -2.9918 eV